# 1
120
Properties=species:S:1:pos:R:3 method="wB97M-V/def2-TZVPD" homo_ev=-9.75 total_charge=+1
Cu 0.0474 -0.3089 -0.5812
P 1.1282 1.7284 -3.7286
P -1.2172 -2.1611 2.5464
P -1.9925 2.8475 -0.4662
P 1.0865 -3.6955 -1.7266
P -3.3657 -1.4141 -1.9020
P 3.4653 1.0933 0.2056
P 0.8684 1.9737 5.5037
O -0.6697 -1.8120 4.0856
O -0.0190 -4.7057 -2.3241
O -2.3307 3.1266 -1.9966
O 0.3817 3.1940 -4.0366
O 0.4613 0.8400 -4.9398
O -3.3339 -3.0289 -2.1656
O -4.6477 -1.1556 -0.9380
O 0.1371 2.3956 4.1094
O 3.8226 2.5001 -0.4466
O 4.2174 -0.0101 -0.7144
O 2.3860 -3.9243 -2.6855
O 1.6509 -4.3887 -0.3206
O 0.7393 -2.2694 -1.6186
O 0.0449 0.6989 5.9377
O -0.4214 -1.4799 1.4966
O -1.2894 1.5341 -0.2304
O 2.3809 1.7451 5.5124
O 4.2693 1.2172 1.5829
O -2.0657 -0.9124 -1.3992
O 2.6117 1.9934 -4.3192
O -3.8417 -0.8109 -3.2928
O 2.0577 0.8388 0.3610
O -2.7631 -1.7048 2.5028
O -1.4256 -3.7739 2.5357
O -3.4646 3.0014 0.2290
O 0.3689 3.1092 6.5359
O -1.2552 4.2232 -0.0312
O 0.9862 1.0950 -2.3980
C 3.2883 3.6450 0.1933
C 0.6638 -0.5978 -5.0463
C -2.2018 -4.4925 3.4942
C -2.9784 -0.9682 -4.4959
C 4.3651 -0.0038 2.3544
C -2.5370 2.1677 -3.0176
C 1.0485 3.3814 7.7494
C -3.1146 -0.3873 2.7923
C 5.6337 0.2123 -1.0430
C 0.2067 -6.0649 -2.7625
C -4.3764 4.0774 -0.0672
C 0.3831 3.7839 -5.3315
C -1.3533 0.6027 5.9904
C 3.6278 1.0167 -4.3412
C 0.6988 -1.9621 4.5295
C 0.8015 -4.2796 0.8282
C -3.2113 -3.9475 -1.0370
C 3.3490 -2.9068 -2.7383
C 0.3703 1.7450 2.8891
C 0.0201 4.5364 -0.5555
C -4.9978 0.2347 -0.6843
H -3.9314 -0.4008 3.5140
H 3.5840 -0.7312 2.1332
H 4.0742 0.1303 3.3963
H 6.0690 1.0783 -0.5444
H 2.9988 4.4088 -0.5283
H 5.2793 -0.5713 2.1808
H 0.8934 4.3735 8.1735
H 1.3283 -1.1613 4.1415
H -1.4855 -4.8989 4.2081
H 0.7931 3.1801 -6.1411
H -3.5474 -1.2609 -5.3784
H 3.3109 -2.3770 -3.6902
H -2.1758 -1.6516 -4.2185
H 0.1800 -6.2078 -3.8427
H 0.8926 2.4970 2.2975
H -1.9032 1.5409 5.9168
H -1.9756 2.3248 -3.9386
H 0.8852 4.7511 -5.3555
H 6.2189 -0.6841 -0.8376
H 1.1792 -3.5439 1.5383
H -3.5708 1.9912 -3.3146
H -2.4667 -0.0667 -4.8329
H 1.0948 -2.9596 4.3395
H -0.5175 -6.7044 -2.2579
H -0.0126 5.4405 -1.1636
H 2.3195 3.4671 0.6600
H -4.2451 4.7429 0.7861
H 4.1492 1.1189 -5.2930
H 3.9421 4.1876 0.8761
H -2.2278 1.2155 -2.5865
H 0.9882 0.8476 2.9192
H -3.4764 -3.4870 -0.0853
H 0.6988 -1.1841 -4.1280
H -2.9075 -3.7949 3.9452
H 0.8848 -5.2577 1.3022
H 0.6253 4.7713 0.3201
H 1.1803 -6.3540 -2.3667
H 1.6151 -0.7056 -5.5673
H -4.8844 0.4087 0.3857
H -0.1638 -1.0400 -5.6009
H -4.3631 0.9526 -1.2038
H -1.5524 0.0731 6.9220
H -3.7481 -4.8650 -1.2780
H 3.3242 -2.1544 -1.9501
H 3.1655 0.0322 -4.2697
H -1.7073 0.0041 5.1511
H -2.2400 -4.4420 -1.0435
H -3.4683 0.0676 1.8671
H -0.2213 -4.0013 0.5745
H 0.6631 2.6545 8.4644
H -0.6332 4.0822 -5.5886
H -5.4556 3.9260 -0.0470
H 2.1181 3.1989 7.6458
H 0.4622 3.7494 -1.1665
H -2.2536 0.2050 3.1019
H -2.7791 -5.2657 2.9873
H 0.8056 -1.7833 5.5994
H -4.2527 4.7306 -0.9310
H 4.3104 1.0908 -3.4946
H -6.0591 0.3989 -0.8708
H 5.7582 0.3470 -2.1174
H -0.6049 1.5289 2.4527
H 4.3424 -3.3552 -2.7499

---

# 2
119
Properties=species:S:1:pos:R:3 method="wB97M-V/def2-TZVPD" relative_energy_kj_mol=248.4 homo_ev=-9.97 smiles="COP(=O)(OC)OC.COP(=O)(OC)OC.COP(=O)(OC)OC.COP(=O)(OC)OC.COP(=O)(OC)OC.COP(=O)(OC)OC.COP(=O)(OC)OC" total_charge=0
P -0.3234 -4.0675 -3.6096
P 0.1839 -4.6390 2.7559
P -3.8226 0.2546 3.1228
P 0.9155 1.6868 0.1864
P 6.2967 0.7222 -2.1079
P 4.7420 6.5065 0.9873
P -5.7434 -1.2564 -2.6052
O 5.7422 6.3478 -0.2521
O -4.1300 1.6791 2.4589
O -0.5469 -3.8633 3.9598
O 4.8042 1.2271 -2.4190
O 4.9234 7.7818 1.6884
O 6.3431 -0.3513 -1.1076
O -6.0200 -1.9109 -4.0170
O -3.6266 0.5084 4.7086
O -0.9285 -5.6603 2.2444
O -0.0248 -2.4849 -3.4281
O -5.3143 -2.5709 -1.7680
O -4.3712 -0.4879 -2.8230
O 0.4248 -4.7785 -2.3739
O 0.5798 2.7476 -0.9410
O -6.7831 -0.4061 -2.0137
O 0.1949 2.3484 1.4483
O 0.1706 -3.4807 1.6572
O 7.1793 1.9966 -1.7753
O 3.2549 6.2797 0.3836
O -5.3097 -0.3866 3.0889
O -2.8529 -0.6028 2.4249
O 1.4924 -5.2340 2.9983
O 2.5019 1.8964 0.3260
O 5.0791 5.1616 1.7755
O -1.8774 -4.2409 -3.2833
O 6.8980 0.3020 -3.5239
O 0.0930 -4.5912 -4.9140
O 0.4456 0.3347 -0.0801
C 1.3309 -2.7160 1.4148
C 5.7272 7.4987 -1.1647
C -2.3074 0.7145 5.2225
C 3.1509 1.0568 1.2873
C -1.8967 -3.4312 3.8881
C -2.8185 -3.4349 -4.0085
C 0.2037 1.9137 2.7806
C 6.0902 -0.4424 -4.4330
C -1.2620 -6.7852 3.0610
C -0.3899 -1.9403 -2.1314
C -5.1196 2.5204 3.0399
C -4.9124 -2.4035 -0.4125
C -0.0273 -6.0497 -1.9298
C -4.0379 0.6184 -2.0297
C -5.5615 -1.7381 3.3656
C 4.0632 4.4964 2.5176
C 6.7641 2.6955 -0.5682
C -7.3917 -2.3063 -4.3610
C 3.0126 5.2299 -0.5397
C 4.5614 2.3828 -3.1665
C -0.8052 2.9574 -1.2487
H 5.6267 7.1110 -2.1757
H -2.1098 -0.1170 5.9038
H 1.9742 -3.1136 0.6245
H 6.7665 7.8106 -1.0575
H 0.1747 -1.0640 -1.8249
H 2.0415 -2.7619 2.2500
H 5.0543 8.3253 -0.9661
H -4.9270 -2.1195 4.1795
H 0.6172 2.6858 3.4321
H -5.8846 2.8893 2.3640
H -3.8790 -2.7486 -0.3236
H -2.2579 1.6301 5.8068
H 4.5245 4.1798 3.4521
H 5.9691 0.1632 -5.3326
H -3.7314 -3.6028 -3.4395
H -2.4649 -3.9035 4.6999
H 3.5882 4.3542 -0.2332
H 2.6208 0.1008 1.3381
H -2.5633 -2.3797 -4.0669
H -7.2515 -3.2616 -4.8517
H 0.6831 0.9352 2.8782
H 1.0931 -1.6709 1.2359
H -4.6446 3.3555 3.5617
H 5.1117 2.5012 -4.1037
H 3.3328 1.4849 2.2718
H 3.5134 2.5299 -3.4376
H -1.0399 -6.2643 -2.2763
H -1.5283 0.6488 4.4632
H -5.0230 -1.3900 -0.0314
H 4.1121 0.7720 0.8505
H -0.9500 3.9883 -1.5867
H -3.9458 1.5580 -2.5854
H 3.7487 3.5811 2.0090
H -5.6232 2.0173 3.8709
H 1.9654 5.0300 -0.7446
H -5.2939 -2.4289 2.5630
H 0.6561 -6.8269 -2.2703
H 3.1475 5.0657 2.6720
H -1.4274 2.7376 -0.3897
H -5.4482 -3.1281 0.2036
H -1.2955 -6.5169 4.1162
H -6.5745 -1.8932 3.7285
H -2.2765 -7.0518 2.7635
H -2.0093 -2.4150 4.2811
H -2.2178 -3.5253 2.8555
H 5.8235 2.3004 -0.1870
H -7.8372 -1.4786 -4.9003
H 6.6057 -1.3494 -4.7485
H -7.9325 -2.4506 -3.4260
H 3.4213 5.4653 -1.5315
H -3.0569 0.5595 -1.5494
H 7.5811 2.6750 0.1426
H -0.0912 -2.7098 -1.4168
H -0.8065 1.7301 3.1643
H 4.7587 3.3066 -2.6064
H -3.0582 -3.7933 -5.0112
H 5.1201 -0.7439 -4.0418
H -0.0953 -6.1193 -0.8424
H 6.5422 3.7304 -0.8312
H -1.0679 2.4814 -2.1963
H -1.4535 -1.7041 -2.1105
H -0.6487 -7.6654 2.8839
H -4.7237 0.8889 -1.2251

---

# 3
137
Properties=species:S:1:pos:R:3 method="wB97M-V/def2-TZVPD" relative_energy_kj_mol=344.6 homo_ev=-7.00 total_charge=-1
S -1.2928 -0.5331 -0.4640
S 0.8822 -1.1749 0.6909
F -1.6409 2.0530 -1.4817
F -3.1141 0.6772 -2.1438
F 2.6221 -1.0951 2.6089
F 0.7302 0.1446 3.0929
F -0.9554 0.4809 -2.9974
F 2.3021 0.8027 1.6117
O 1.9338 -1.5486 -0.2328
O -3.9209 -2.9690 -6.6291
O 1.7978 -2.0908 8.0989
O -1.0608 -1.7529 -1.2791
O 1.4776 -1.7624 -5.2394
O 5.3633 0.5600 1.5124
O -1.8419 5.1043 -0.8709
O 3.8357 -4.7283 -1.4098
O -0.9072 5.6053 -5.8317
O 1.6209 -0.2807 5.7497
O -1.3820 -1.4755 -6.7827
O -2.4723 -0.6602 0.3949
O 1.7320 1.1856 -1.5607
O 1.6488 4.2365 3.0043
O 0.1462 -2.2128 1.4177
O 0.9118 3.0801 0.5039
O -3.9064 -0.1019 4.5548
O -5.5455 2.7318 -2.7661
O -7.4443 -0.4019 -0.0918
O -0.8666 -5.0132 0.3523
O 7.4423 -0.1573 -0.7249
O 0.1964 -3.2135 4.6905
O -0.9263 3.8782 4.6116
N -5.5466 -1.4173 0.4318
N 4.5368 -2.6018 -1.5641
N 1.2358 -4.4862 3.1669
N 2.4036 -3.5440 4.7191
N -1.1742 4.3757 -3.9656
N -3.0789 3.7453 0.4194
N 1.3585 -5.2683 0.0367
N -5.4991 0.4644 -0.4710
N 1.8456 0.2513 -4.2812
N -0.0855 0.1714 0.1053
N -4.4577 3.3405 -4.6002
N -1.6047 6.3952 -3.9108
N -2.2116 -0.9156 3.4055
N 1.9531 -1.5470 -3.0833
N 0.3317 -4.4583 -1.4746
N -4.7896 1.2958 -4.3663
N 5.3924 -4.0609 -2.8432
N -2.5216 -1.5382 5.4923
N -3.9163 5.6066 -0.1365
C -2.9369 -2.9884 -5.6419
C 1.6539 3.4037 -0.6222
C 1.6550 -0.2473 2.1418
C -2.8878 4.8838 -0.2204
C -1.1673 5.4414 -4.6517
C -6.2493 -0.4416 -0.0347
C -1.7869 0.8254 -1.9061
C 2.5209 2.2131 -1.0121
C -0.0501 2.9100 3.9897
C 1.1794 -3.7321 4.2310
C 1.2271 -0.8304 8.2231
C 0.6752 -0.4481 6.7399
C 0.1982 -4.8242 -0.2939
C 1.3963 3.4086 4.1215
C -2.9354 -0.8107 4.4423
C 1.8042 -1.0383 -4.2868
C -5.0095 2.4551 -3.8635
C 5.4252 -0.5491 0.6778
C -1.9386 -1.8193 -5.4460
C 6.8689 -0.9056 0.3490
C 4.4641 -3.8320 -1.9672
H -1.5798 4.4246 -3.0419
H -1.5759 7.3650 -4.1915
H 7.0842 0.7334 -0.7287
H -1.4608 -1.5893 3.4564
H 0.0903 -1.2946 6.3801
H -4.8034 5.2132 0.1434
H 2.0187 2.5183 4.2110
H -4.3111 4.3328 -4.4823
H 1.7582 -2.5287 -2.9478
H -0.4477 -1.2559 -6.8051
H 2.2751 4.2318 -0.2811
H 6.7388 -1.9528 0.0760
H 5.0332 -1.9282 -2.1297
H -4.5629 -1.2768 0.6122
H 1.7029 -1.0886 5.2377
H -3.3775 -3.1816 -4.6639
H -0.2671 -3.7036 -1.7778
H 5.5311 0.2681 2.4114
H 1.9997 -0.1359 8.5530
H -0.3441 1.9605 4.4372
H 0.4770 -0.7820 9.0125
H -5.9141 1.2673 -0.9219
H -0.0407 0.3695 6.8244
H -1.7489 -2.1795 5.3837
H 5.5234 -5.0105 -3.1612
H -6.0900 -2.2185 0.7198
H -3.8867 3.5546 0.9949
H 1.0437 3.7595 -1.4524
H 0.4856 -4.2432 2.5358
H -0.2674 2.7222 2.9382
H 3.3645 2.4019 -1.6760
H -2.4557 -0.5385 2.5009
H 3.2767 -3.8332 4.3018
H -0.4884 3.6671 -4.1839
H -4.6303 0.2830 -0.9530
H 2.3678 -3.2081 5.6709
H 2.0333 -5.0444 2.8976
H -3.6986 6.5924 -0.1682
H -4.1613 1.2061 -5.1520
H -1.8105 3.5508 4.4311
H 5.4971 -3.3871 -3.5882
H 4.7924 -0.2820 -0.1686
H -2.5601 2.9775 0.0176
H -3.4247 -2.6934 -7.4034
H 0.9658 1.0698 -0.9940
H 1.4166 3.7659 2.2004
H 1.4681 0.7010 -5.1030
H -1.8266 6.1881 -2.9475
H -5.3143 0.4905 -4.0561
H 3.8406 -2.3275 -0.8858
H 4.9538 -1.3865 1.1922
H 7.4333 -0.8254 1.2780
H -2.2251 -3.7729 -5.8988
H -1.0530 -2.0812 -4.8671
H 0.5993 2.1727 0.4803
H 2.0961 -0.9905 -2.2526
H -2.4989 -0.9803 -5.0333
H 1.1382 -4.5775 -2.0707
H 2.1013 -4.9625 -0.5756
H 1.0620 -2.6873 8.2552
H 1.4649 3.9535 5.0630
H 2.0946 0.7705 -3.4514
H -4.0773 2.8832 -5.4165
H 1.3780 -6.1886 0.4524
H -2.8307 -1.3271 6.4304
H 2.9834 1.8177 -0.1078

---

no.,orbital gap (eV)
1,8.5
2,10.1
3,8.6